Record 1
{"formula": "C35H23F13N3PtSb", "method": "wB97M-V/def2-TZVPD", "energy_ev": -86246.553, "species": ["F", "C", "H", "H", "H", "H", "C", "N", "H", "H", "F", "F", "C", "Pt", "C", "C", "H", "H", "C", "N", "C", "C", "C", "F", "H", "C", "C", "H", "C", "H", "F", "C", "F", "H", "C", "F", "H", "C", "C", "C", "C", "H", "F", "C", "H", "C", "N", "C", "C", "Sb", "F", "C", "C", "C", "F", "H", "C", "H", "C", "C", "F", "H", "H", "H", "C", "C", "C", "H", "C", "C", "C", "H", "F", "F", "C", "H"], "positions_angstrom": [[-0.765, -6.192, -1.703], [3.456, -1.519, 2.752], [-0.069, 3.537, -3.443], [-2.830, -0.759, -4.260], [-0.684, -1.791, 3.431], [-5.193, -0.084, 2.344], [-3.992, -1.275, 3.643], [-1.818, -0.750, -2.389], [-2.813, 2.798, -1.564], [-3.341, 1.299, -3.064], [-0.425, -2.375, -4.385], [0.324, 5.262, 4.386], [0.311, 1.779, 3.469], [-0.644, 0.665, -1.427], [0.035, 4.278, 2.275], [4.551, 0.231, 0.079], [1.964, 2.150, -3.595], [4.274, -1.189, 3.375], [0.389, 2.921, 4.250], [-1.386, 1.991, -2.887], [-0.903, -2.903, -3.238], [1.371, -1.131, 1.601], [-2.016, -0.225, -3.751], [4.257, -1.735, -1.179], [-2.427, 3.833, -2.962], [4.070, 1.482, 0.438], [1.037, 1.735, -3.176], [0.964, 0.691, -3.511], [-1.540, -2.094, -2.274], [0.395, 0.812, 3.947], [4.456, -3.633, 2.592], [-0.659, -4.256, -3.068], [2.566, 3.215, 0.185], [2.456, -4.322, 1.123], [-0.033, 3.127, 1.506], [-5.052, -1.629, 4.397], [-2.640, -2.430, 4.821], [0.249, 4.147, 3.632], [-0.192, 2.479, -3.668], [2.422, -3.300, 1.471], [-1.664, -1.401, 3.187], [0.546, 2.871, 5.317], [-2.502, -2.132, -0.105], [3.439, -2.812, 2.268], [0.581, -2.813, 0.513], [2.934, 1.985, -0.171], [1.042, 1.868, -1.683], [-1.837, -0.558, 2.096], [-4.197, -0.436, 2.566], [-0.191, 0.121, 0.956], [-1.960, -4.701, 0.259], [2.687, 0.001, -1.418], [-1.877, -2.793, -1.109], [-1.001, -4.891, -1.886], [2.021, -0.805, -2.263], [-0.357, 2.371, -4.741], [3.847, -0.511, -0.853], [2.409, 0.341, 2.785], [-3.108, -0.083, 1.788], [-1.607, -4.131, -0.899], [4.667, 2.179, 1.407], [-2.590, 1.697, -4.622], [-1.267, 3.664, -1.620], [-3.256, 0.549, 0.922], [2.199, 1.269, -1.122], [-2.749, -1.770, 3.973], [2.411, -0.675, 2.407], [-1.137, -0.306, -4.399], [-2.016, 3.147, -2.216], [-2.419, 1.233, -3.645], [1.380, -2.448, 1.140], [-0.184, 3.201, 0.438], [5.642, -0.265, 0.661], [-0.054, -4.940, -4.039], [0.106, 1.876, 2.095], [-0.066, 5.261, 1.842]], "lowdin_charge": [0.12, 0.00, 0.12, 0.13, 0.10, 0.12, -0.28, -0.17, 0.09, 0.12, 0.08, 0.06, -0.12, 0.90, 0.00, -0.15, 0.13, 0.13, 0.00, -0.34, -0.14, -0.36, -0.24, 0.13, 0.10, -0.15, -0.24, 0.10, -0.21, 0.10, 0.07, -0.15, 0.11, 0.13, -0.12, 0.06, 0.12, -0.27, -0.15, 0.01, -0.11, 0.12, 0.06, -0.27, 0.09, -0.16, -0.16, -0.38, 0.00, 1.49, 0.11, -0.18, -0.17, -0.15, 0.08, 0.13, -0.15, 0.10, -0.13, -0.16, 0.12, 0.13, 0.08, 0.10, -0.25, 0.00, -0.11, 0.10, -0.08, -0.18, -0.10, 0.07, 0.13, 0.12, -0.35, 0.12]}

Record 2
{"formula": "C35H36ClGeN3RhS", "method": "wB97M-V/def2-TZVPD", "charge": 2, "energy_ev": -124217.498, "relative_energy_kj_mol": 103.4, "spin_multiplicity": 2, "species": ["C", "H", "H", "C", "H", "Cl", "C", "C", "C", "C", "N", "Ge", "C", "C", "C", "C", "S", "H", "H", "H", "C", "H", "C", "H", "H", "H", "H", "H", "N", "C", "C", "Rh", "C", "H", "H", "C", "H", "C", "H", "C", "H", "H", "H", "H", "C", "H", "C", "C", "N", "C", "H", "C", "H", "C", "H", "H", "H", "H", "H", "H", "C", "C", "H", "C", "C", "C", "H", "C", "H", "H", "C", "C", "H", "H", "C", "C", "H", "C"], "positions_angstrom": [[2.814, -1.011, 1.773], [2.264, -4.108, 0.995], [-1.361, -0.621, -3.264], [3.299, -4.768, -2.148], [3.806, 2.892, -2.174], [-2.714, 1.752, -4.089], [2.837, 0.551, 3.602], [1.283, 3.202, -2.378], [1.687, -2.987, -2.148], [-3.418, -0.786, 1.049], [1.702, 4.275, -0.230], [0.456, -2.009, 0.423], [-1.875, -3.707, 0.350], [1.579, -3.051, -0.764], [-0.360, 1.298, -2.854], [0.749, -0.182, 2.674], [0.498, 1.287, -0.378], [3.387, 1.131, 4.331], [0.239, 5.177, -2.483], [-7.422, 1.289, 0.516], [-6.963, 0.527, 1.141], [3.961, -5.434, -2.684], [-4.684, -0.487, 1.500], [-1.716, -3.706, -0.724], [1.707, 1.090, -2.399], [3.363, -1.625, 1.070], [2.066, 5.504, 1.398], [-6.967, 0.865, 2.176], [-2.980, -0.416, -0.165], [-0.996, -3.014, 1.189], [-2.939, -4.424, 0.869], [-0.937, -0.350, -0.742], [3.197, -4.856, -0.769], [-4.978, -0.816, 2.487], [0.401, -0.700, -2.793], [3.518, -0.249, 2.695], [-1.855, 4.299, -3.333], [-3.831, 0.253, -0.960], [4.599, -0.293, 2.716], [2.488, 4.599, 0.965], [4.550, 4.901, 1.460], [-3.962, -5.028, 2.655], [-3.607, -4.962, 0.212], [4.512, 2.714, 0.364], [-5.574, 0.213, 0.687], [-0.338, -0.151, 2.694], [-2.266, -3.790, 3.093], [4.430, 3.614, -0.250], [3.481, 3.355, -1.340], [-0.528, -0.151, -2.746], [0.699, 4.403, -0.210], [2.200, 3.652, -1.271], [5.400, 3.814, -0.699], [-5.114, 0.579, -0.576], [-2.410, -3.842, 4.164], [-5.752, 1.110, -1.268], [-2.733, -1.364, 1.656], [-3.467, 0.524, -1.941], [-7.580, -0.372, 1.088], [3.779, -5.590, -0.228], [0.874, 1.737, -2.115], [0.104, 4.108, -2.595], [2.599, -3.786, -3.917], [2.537, -3.839, -2.839], [2.343, -4.008, -0.082], [-1.211, -3.062, 2.569], [-0.535, -2.547, 3.242], [-3.137, -4.461, 2.244], [1.083, -2.302, -2.714], [4.045, 5.720, -0.011], [1.419, -0.993, 1.758], [-1.043, 3.634, -3.076], [2.377, 3.784, 1.684], [1.874, 3.216, -3.303], [1.448, 0.586, 3.590], [3.939, 4.800, 0.564], [0.915, 1.195, 4.308], [-1.249, 2.198, -3.289]], "lowdin_charge": [-0.10, 0.11, 0.08, -0.06, 0.17, 0.77, -0.07, -0.21, -0.11, -0.10, 0.11, 0.99, -0.12, -0.30, -0.38, -0.16, 0.73, 0.11, 0.13, 0.09, -0.02, 0.12, 0.01, 0.11, 0.12, 0.10, 0.14, 0.10, -0.07, -0.34, -0.06, 0.63, -0.06, 0.13, 0.03, -0.07, 0.12, -0.11, 0.11, -0.12, 0.13, 0.12, 0.12, 0.13, -0.23, 0.10, -0.06, -0.12, 0.13, -0.15, 0.15, -0.29, 0.14, 0.01, 0.12, 0.13, 0.08, 0.05, 0.10, 0.12, -0.53, -0.04, 0.11, -0.06, -0.12, -0.12, 0.10, -0.05, 0.06, 0.13, -0.36, -0.06, 0.13, 0.17, -0.07, -0.14, 0.11, -0.60]}

Record 3
{"formula": "C4H5LiOY", "method": "wB97M-V/def2-TZVPD", "charge": 3, "energy_ev": -7489.516, "species": ["H", "C", "C", "H", "Y", "C", "O", "H", "Li", "C", "H", "H"], "positions_angstrom": [[1.108, -1.671, 0.535], [0.649, -1.193, -2.969], [1.033, 0.026, 1.731], [2.233, 0.010, 0.167], [-1.282, 0.416, -0.455], [1.768, -0.824, 0.789], [-0.105, 0.513, 1.508], [2.614, -1.292, 1.318], [-0.952, 1.522, 3.072], [-0.124, -0.615, -2.213], [1.370, 0.004, 2.780], [1.291, -1.691, -3.678]], "lowdin_charge": [0.13, 0.07, -0.15, 0.17, 1.97, 0.01, -0.25, 0.14, 0.92, -0.26, 0.18, 0.08]}